1.
30
Properties=species:S:1:pos:R:3:forces:R:3:lowdin_charge:R:1 method="wB97M-V/def2-TZVPD" homo_lumo_gap_ev="5.7 / 7.9" homo_energy_ev="-4.94 / -9.75" spin_multiplicity=3
C -2.6434 0.6573 2.9039 -0.2846 0.0049 2.0590 -0.13
C 2.7448 0.2696 -2.6080 1.5438 -0.7831 2.0943 -0.22
C -0.2292 -0.9228 -2.6745 1.9546 -0.7742 0.0699 -0.20
C 0.6020 1.7059 -0.9096 0.7740 0.8962 0.6985 -0.20
C -1.1707 0.5801 2.5402 1.3564 -1.2090 -0.6787 -0.26
C -0.6358 -0.8909 2.6142 5.3152 7.6580 6.0541 -0.14
C -1.0935 -1.9798 1.9983 -4.7042 -6.6696 -4.5890 -0.29
C 1.7504 -0.9561 -0.0475 0.1919 1.0937 -1.6605 -1.16
O -0.5605 -3.2474 2.0211 2.3727 2.3963 1.3154 0.02
Si 1.1770 0.0997 -1.6610 -1.3390 -1.2236 0.5171 0.47
Cl 3.3836 -0.4500 0.5520 -0.7181 0.4028 0.2354 0.50
Cl 1.9778 -2.5486 -0.6890 -0.1058 -1.6210 -0.2090 0.55
H -2.8215 0.1464 3.9394 0.1577 1.0944 -1.7686 0.11
H -2.9989 1.7339 2.9272 0.2291 -1.3967 -0.0943 0.09
H -3.1393 0.0591 2.1542 -0.7536 0.0975 -0.0623 0.05
H 2.5349 0.5280 -3.5821 -0.4292 0.2424 -2.5071 -0.01
H 3.2862 1.1613 -2.2151 -0.0226 -0.8636 0.0308 0.05
H 3.3765 -0.6916 -2.5520 -0.8624 1.6334 -0.1302 0.06
H -1.1857 -1.0319 -2.0998 1.0299 -0.3636 -0.4669 0.02
H -0.4715 -0.4965 -3.6606 0.1047 0.3868 0.4575 0.00
H 0.3311 -1.9170 -2.9956 -1.5597 1.6359 1.1017 0.04
H -0.3513 1.6943 -0.4071 -0.8344 -0.2689 -0.4239 -0.01
H 1.2321 1.7767 0.0393 -0.0413 0.5586 -1.4458 0.05
H 0.6305 2.6152 -1.5900 0.2625 -1.0240 1.0614 0.06
H -0.5310 1.3099 3.1214 -0.5825 -1.1470 -0.5681 0.12
H -1.1196 0.8671 1.4586 0.1234 0.0492 0.5397 0.08
H 0.1798 -1.0651 3.4004 -1.2542 0.3736 -0.9418 0.13
H 1.0241 -0.9944 0.7460 0.0226 0.1134 0.5801 -0.03
H -1.8277 -1.8877 1.2407 -0.7502 -0.0914 -0.6422 0.10
H 0.3424 -3.0428 2.4364 -1.1966 -1.2015 -0.6266 0.13


2.
46
Properties=species:S:1:pos:R:3:forces:R:3:lowdin_charge:R:1 method="wB97M-V/def2-TZVPD" homo_lumo_gap_ev=8.1 relative_energy_ev=0.102 total_charge=+1 homo_energy_ev=-11.37 spin_multiplicity=1
C -3.3196 -5.3561 2.0021 -0.0122 0.0591 0.0475 -0.09
C -2.0065 -4.7131 2.4813 -0.0122 -0.0472 -0.0519 -0.22
C -0.8624 -4.7579 1.4581 -0.0449 0.0002 0.0609 -0.18
N -0.5684 -3.4239 0.8782 -0.0012 -0.0436 0.0236 0.00
N 0.6973 -2.8925 1.3254 -0.0936 0.0146 -0.2674 0.04
C 0.8488 -1.4282 1.0160 0.0766 0.0258 -0.0200 -0.08
C -0.2767 -0.5720 1.5782 -0.0213 0.2761 0.2437 -0.26
O -0.1485 0.7051 1.0227 0.1091 -0.2847 -0.1707 -0.21
Si -1.1164 1.1915 -0.2742 -0.1790 0.2564 -0.1146 0.43
C -1.4081 -0.2345 -1.4612 -0.0338 0.1084 0.1705 -0.16
C -2.7650 1.7324 0.4168 0.0784 -0.3433 -0.0857 -0.14
C -0.1528 2.5203 -1.1233 0.2439 -0.2894 0.2032 -0.14
H -4.1472 -4.6538 2.0543 -0.0461 0.0378 -0.0196 0.07
H -3.2513 -5.7035 0.9728 -0.0014 -0.0106 -0.0690 0.07
H -3.5907 -6.2109 2.6160 0.0158 -0.0638 0.0007 0.08
H -1.6765 -5.2010 3.3961 0.0141 0.0005 0.0656 0.10
H -2.1857 -3.6673 2.7264 0.0567 0.0720 0.0869 0.10
H 0.0431 -5.1713 1.9095 0.1134 -0.0215 -0.0342 0.12
H -1.1165 -5.4185 0.6307 0.0139 -0.0278 -0.0261 0.12
H -0.5158 -3.4644 -0.1328 0.0496 0.0861 -0.0570 0.14
H 0.7645 -3.0574 2.3302 -0.1120 0.0652 0.0781 0.19
H 1.4821 -3.3843 0.8888 0.1028 -0.1367 0.1617 0.19
H 0.9104 -1.3416 -0.0659 -0.1159 -0.0161 -0.0583 0.12
H 1.8024 -1.1153 1.4377 0.0829 -0.0463 -0.0300 0.15
H -1.2486 -1.0293 1.3928 -0.0546 -0.0694 -0.1082 0.11
H -0.1526 -0.4871 2.6610 -0.0544 -0.0619 0.0912 0.13
H -0.5165 -0.7696 -1.7867 0.0799 -0.0175 -0.0150 0.02
H -2.1435 -0.9393 -1.0708 0.0236 -0.1207 -0.0062 0.03
H -1.8453 0.2102 -2.3576 -0.0550 -0.0343 -0.0593 0.05
H -3.5367 1.0098 0.1472 -0.0955 0.0353 0.0002 0.03
H -2.7155 1.7619 1.5044 -0.0292 0.1538 0.0757 0.04
H -3.0763 2.7056 0.0460 -0.0053 0.1061 0.0175 0.04
H -0.0664 3.4192 -0.5171 -0.0578 0.1346 -0.0416 0.04
H 0.8593 2.1425 -1.2838 0.0521 0.0636 -0.0774 0.02
H -0.5681 2.7599 -2.0995 -0.0930 0.1414 -0.0244 0.05
N 3.3482 4.1866 -3.6294 -0.0188 -0.0079 -0.0276 0.06
C 3.4957 5.5085 -3.6005 0.0026 0.0113 -0.0287 -0.15
C 3.5599 6.2474 -2.4278 0.0006 -0.0031 0.0112 -0.07
C 3.4646 5.5781 -1.2190 -0.0054 0.0046 0.0039 -0.08
C 3.3088 4.2011 -1.2344 0.0032 0.0138 -0.0017 -0.09
C 3.2583 3.5584 -2.4620 0.0031 -0.0463 0.0102 -0.18
H 3.5671 5.9980 -4.5651 0.0028 0.0239 0.0117 0.11
H 3.6835 7.3207 -2.4655 0.0003 0.0065 -0.0109 0.10
H 3.5125 6.1190 -0.2829 0.0012 0.0047 0.0029 0.11
H 3.2294 3.6365 -0.3147 0.0065 -0.0098 -0.0017 0.10
H 3.1419 2.4803 -2.5184 0.0097 0.0005 0.0402 0.10


3.
15
Properties=species:S:1:pos:R:3:forces:R:3:lowdin_charge:R:1 method="wB97M-V/def2-TZVPD" homo_lumo_gap_ev=9.2 relative_energy_ev=3.560 homo_energy_ev=-8.08 spin_multiplicity=1
C -2.4666 -0.3106 -0.4773 -0.0127 -0.0246 -0.0015 -0.05
C -1.3376 0.0796 0.3984 0.0266 -0.0714 0.2384 -0.20
C -0.1448 0.9638 0.5731 -0.0175 0.2207 0.0584 -0.28
N 1.0967 0.6700 -0.1231 0.1023 -0.3052 0.0405 -0.04
C 1.8634 -0.3360 0.3147 0.0243 0.2755 -0.4859 -0.20
N 2.8808 -0.6340 -0.5116 0.0391 -0.1395 0.0357 0.02
C -0.6472 -0.0866 1.4827 -0.2327 -0.0405 -0.0767 0.02
H -2.1404 -0.4536 -1.5129 0.0071 0.0325 0.1599 0.08
H -2.9227 -1.2402 -0.1230 0.0469 0.1508 -0.0659 0.08
H -3.2321 0.4741 -0.4783 0.1107 -0.1041 -0.0261 0.08
H -0.2554 2.0286 0.8053 0.0608 -0.2113 -0.0277 0.12
H 1.2680 1.1737 -0.9955 0.0143 -0.1539 0.1178 0.13
H 3.4567 -1.4248 -0.2777 -0.0500 0.1624 -0.0458 0.07
H 2.9979 -0.2649 -1.4536 -0.0205 0.0674 0.1588 0.08
H -0.4168 -0.6392 2.3789 -0.0989 0.1412 -0.0801 0.10


4.
22
Properties=species:S:1:pos:R:3:forces:R:3:lowdin_charge:R:1 method="wB97M-V/def2-TZVPD" smiles=CCN[C@@H](C)CC homo_lumo_gap_ev=10.1 relative_energy_ev=2.151 homo_energy_ev=-8.96 spin_multiplicity=1
C -0.4113 2.8771 -1.7030 2.2867 -0.0518 3.1095 -0.08
C 0.4169 1.9703 -0.6452 -1.8370 -0.4088 -0.8396 -0.29
N 0.0126 0.5509 -0.8990 -2.1220 -0.6693 2.3001 -0.07
C 0.3577 -0.5232 0.2345 1.6588 2.2492 -2.7079 -0.37
C -0.2780 -0.1492 1.5930 -2.7287 -0.0289 -1.9476 -0.07
C -0.0011 -1.9171 -0.2849 3.0542 -0.0057 0.3236 -0.23
C 0.2535 -2.9238 0.8520 -2.5811 2.2221 -0.6341 -0.09
H -0.0630 2.7941 -2.7072 -0.1952 -0.5661 -0.7259 0.05
H -0.0506 3.8501 -1.3468 -0.7121 0.3682 -0.3792 0.06
H -1.4730 2.7545 -1.4965 0.0524 0.0503 -0.4428 0.06
H 0.1632 2.3557 0.3681 -0.1434 -0.3080 -0.3893 0.08
H 1.4878 2.1020 -0.7017 0.3524 -0.1141 -0.5367 0.09
H -1.0639 0.6067 -0.7810 2.0547 -0.2243 -0.6430 0.12
H 1.5212 -0.5303 0.1057 -1.8346 0.2933 1.2830 0.16
H -0.5909 0.9266 1.7152 0.2557 -1.0745 -0.5708 0.08
H -1.2020 -0.8350 1.7080 1.1484 1.3737 -0.0930 0.11
H 0.3061 -0.3372 2.4122 1.7183 -0.6883 2.0077 0.03
H -0.9681 -2.0665 -0.6474 -1.7786 0.3283 -0.6086 0.08
H 0.7375 -2.1765 -1.1318 -1.3174 0.4763 1.0649 0.14
H -0.0931 -2.5600 1.8071 -0.5265 0.0146 0.2075 0.06
H -0.3074 -3.7515 0.5679 -0.3249 -2.1166 0.0071 0.06
H 1.2458 -3.0178 0.9809 3.5200 -1.1198 0.2153 0.04